Entry 1
C6H7I in the gas phase, computed with wB97M-V/def2-TZVPD.

XYZ file:
```
14
Properties=species:S:1:pos:R:3:nbo_charge:R:1
C -0.36533 -1.09363 0.25330 -0.434
C -1.24313 -0.18722 -0.53719 -0.459
C 1.06963 -0.75051 -0.06043 -0.222
C 2.01155 -0.30032 0.74578 -0.337
C -1.46268 2.46239 -0.12583 -0.234
C -1.23724 1.28919 -0.26454 -0.030
I 3.90705 0.26584 0.06104 0.107
H -0.66515 -1.29953 1.26586 0.233
H -0.49042 -2.13814 -0.23295 0.220
H -0.97614 -0.29599 -1.62587 0.237
H -2.38451 -0.57660 -0.37791 0.238
H 1.44231 -0.66191 -1.12958 0.216
H 2.03342 -0.21957 1.84967 0.220
H -1.63934 3.50601 0.17865 0.246
```

Calculated values
E_HOMO = -0.3291 Ha
Orbital gap = 0.3512 hartree
LUMO energy = 0.6018 eV
SMILES string = C#CCC/C=C/I

Entry 2
2 unconnected molecules or ions with the total composition C6H7I, computed with wB97M-V/def2-TZVPD.

XYZ file:
```
14
Properties=species:S:1:pos:R:3:nbo_charge:R:1
C 1.11467 -1.00042 0.24121 0.162
C 0.08568 -1.80410 0.29275 -0.352
C -1.08921 -0.92480 -0.11335 -0.470
C -0.51826 0.41111 -0.16635 -0.195
C 0.78276 0.48601 0.03824 -0.101
C 1.83912 1.52420 0.14194 -0.628
I -4.39369 -0.21235 -0.19379 -0.029
H -1.20528 -1.05196 -1.26144 0.262
H -1.92298 -1.10220 0.56062 0.241
H -1.14570 1.23974 -0.42242 0.211
H 0.05896 -2.82114 0.21396 0.220
H 1.56974 2.43396 -0.38841 0.225
H 2.77155 1.15556 -0.31272 0.228
H 2.05262 1.66639 1.36977 0.226
```

Calculated values
E_HOMO (spin up / spin down) = -0.3296 / -0.3297 Ha
Orbital gap (spin up / spin down) = 0.3144 / 0.2133 hartree
LUMO energy (spin up / spin down) = -0.4149 / -3.1674 eV

The structure with the greatest stability is entry 1.

Entry 1
3 unconnected molecules or ions with the total composition C2H10O2S2, computed with wB97M-V/def2-TZVPD.

XYZ file:
```
16
Properties=species:S:1:pos:R:3:nbo_charge:R:1
C -2.38668 0.12748 0.27165 -0.744
S -1.21985 -1.27371 0.06460 0.091
S 0.59006 -0.38632 0.62815 0.050
C 0.38655 -0.75889 2.42922 -0.722
H -1.83768 1.05442 0.37951 0.239
H -2.92994 0.04651 1.22243 0.203
H -3.17293 0.11374 -0.47991 0.229
H 0.51173 -1.82612 2.56129 0.220
H -0.60114 -0.46264 2.75511 0.219
H 1.15956 -0.22852 2.97973 0.215
H 3.34054 1.29949 -0.78777 0.469
H 2.76724 2.59067 -1.20291 0.459
O 3.26764 1.85802 -1.57225 -0.927
H 0.30777 1.66644 -1.72363 0.470
H -0.55168 1.60547 -2.98922 0.472
O -0.45142 1.25767 -2.09653 -0.942
```

Calculated values
E_HOMO = -0.3220 Ha
Orbital gap = 0.3339 hartree
LUMO energy = 0.3238 eV
SMILES string = CSSC.O.O

Entry 2
3 unconnected molecules or ions with the total composition C2H10O2S2, computed with wB97M-V/def2-TZVPD.

XYZ file:
```
16
Properties=species:S:1:pos:R:3:nbo_charge:R:1
C -1.32399 1.41549 1.98503 -0.773
S -0.23740 0.99779 0.62770 0.082
S -1.26991 0.61742 -1.06894 0.117
C -1.17664 -1.15452 -1.19900 -0.796
H -2.34635 1.51210 1.70714 0.237
H -1.34143 0.67275 2.76319 0.221
H -1.07244 2.40013 2.37442 0.227
H -1.19883 -1.59991 -0.19313 0.233
H -1.99874 -1.67810 -1.70392 0.235
H -0.23418 -1.56395 -1.57991 0.217
H 3.47445 -1.28912 5.05011 0.472
H 2.75397 -0.11864 5.78341 0.471
O 2.86531 -1.07509 5.75953 -0.943
H 1.77919 0.48419 -6.78272 0.464
H 0.46895 -0.12898 -6.45651 0.464
O 0.85805 0.50844 -7.06638 -0.928
```

Calculated values
E_HOMO = -0.3249 Ha
Orbital gap = 0.3437 hartree
LUMO energy = 0.5108 eV
SMILES string = CSSC.O.O

Entry 3
4 unconnected molecules or ions with the total composition C2H10O2S2, computed with wB97M-V/def2-TZVPD.

XYZ file:
```
16
Properties=species:S:1:pos:R:3:nbo_charge:R:1
C 0.27728 0.04923 1.41472 -0.642
C 0.18091 -0.46068 -0.02266 -0.622
S 1.11672 -1.95646 -0.17371 0.259
S -3.05973 1.00999 0.50133 -0.336
H 0.35433 -0.84775 2.19823 0.231
H 1.19207 0.66652 1.41789 0.238
H -0.62405 0.71566 1.63364 0.252
H -0.82118 -0.72792 -0.47177 0.323
H 0.60411 0.27801 -0.76557 0.281
H -3.88949 -0.02832 0.36659 0.119
H 4.00715 -0.63766 0.16472 0.469
H 2.54172 -0.59857 -0.11441 0.421
O 3.32052 0.01493 -0.08516 -0.899
H -2.07942 0.65014 -1.17558 0.469
H -1.67196 1.16644 -2.87021 0.497
O -1.44899 0.70644 -2.01805 -1.059
```

Calculated values
E_HOMO = -0.3168 Ha
Orbital gap = 0.1301 hartree
LUMO energy = -5.0795 eV

The structure with the greatest stability is entry 1.

Entry 1
2 unconnected molecules or ions with the total composition C3H10NO2, computed with wB97M-V/def2-TZVPD.

XYZ file:
```
16
Properties=species:S:1:pos:R:3:nbo_charge:R:1
C -0.71370 1.05831 -0.52940 -0.243
C -0.72395 0.21987 0.77411 -0.474
C 0.37880 -0.94708 0.83755 -0.006
O 0.88525 -1.59744 -0.21423 -0.901
N -2.04712 0.94037 -1.27899 -0.832
H 0.14439 0.57867 -1.32522 0.238
H -0.51371 2.22789 -0.24791 0.156
H -0.77769 0.66052 1.68810 0.190
H -1.69775 -0.41765 1.03914 0.159
H 0.13705 -1.71326 1.68562 0.093
H 1.18565 -0.24144 1.12599 0.095
H -2.43217 1.86986 -1.42439 0.324
H -2.79991 0.84176 -0.57603 0.331
H 2.27218 -1.31181 -0.15427 0.494
H 3.38727 -1.05849 -1.16297 0.432
O 3.31541 -1.11008 -0.23709 -1.056
```

Calculated values
E_HOMO = -0.1148 Ha
Orbital gap = 0.2641 hartree
LUMO energy = 4.0619 eV
Net charge = -1

Entry 2
2 unconnected molecules or ions with the total composition C3H10NO2, computed with wB97M-V/def2-TZVPD.

XYZ file:
```
16
Properties=species:S:1:pos:R:3:nbo_charge:R:1
C 0.53149 -0.59994 -0.64595 -0.054
O -0.28489 -0.12976 -1.65970 -0.953
C -0.37764 -0.87656 0.66397 -0.126
C 0.24430 -0.22173 1.80908 -0.618
N -1.70532 -0.27276 0.47726 -0.888
H 1.26834 0.20820 -0.28021 0.116
H 0.98832 -1.55195 -0.86057 0.119
H -0.94964 -1.83065 0.80047 0.195
H 0.25942 0.82041 1.44578 0.208
H -0.25273 -0.38395 2.74797 0.190
H 1.30473 -0.57915 1.96704 0.187
H -1.78739 0.67093 0.77216 0.318
H -1.77962 -0.17655 -0.51440 0.397
H 0.20836 1.39036 -1.78719 0.512
H 1.35108 1.44688 -2.82106 0.449
O 0.98120 2.08622 -2.11466 -1.054
```

Calculated values
E_HOMO = -0.1311 Ha
Orbital gap = 0.2886 hartree
LUMO energy = 4.2857 eV
Net charge = -1

The structure with the greatest stability is entry 2.

Entry 1
2 unconnected molecules or ions with the total composition C5H4N2O3, computed with wB97M-V/def2-TZVPD.

XYZ file:
```
14
Properties=species:S:1:pos:R:3:nbo_charge:R:1
O 4.27130 3.71741 1.49077 -0.468
C 4.30710 2.54665 1.77405 0.410
C 3.07861 1.73637 2.04066 0.006
N 1.91974 2.32643 2.23335 -0.055
O 0.98561 1.36246 2.25747 -0.213
C 1.55235 0.19104 1.90775 0.196
C 2.90872 0.32999 1.89025 -0.265
C 0.67464 -0.83681 1.43049 0.219
N -0.01794 -1.58751 0.88859 -0.216
H 5.23954 1.95412 1.68862 0.131
H 3.66266 -0.42431 1.68818 0.260
O 1.62539 5.12367 1.12101 -0.955
H 2.52668 5.10917 0.76835 0.472
H 1.56487 4.28201 1.59625 0.477
```

Calculated values
E_HOMO = -0.3922 Ha
Orbital gap = 0.3474 hartree
LUMO energy = -1.2187 eV
SMILES string = N#Cc1cc(C=O)no1.O

Entry 2
C5H4N2O3 in the gas phase, computed with wB97M-V/def2-TZVPD.

XYZ file:
```
14
Properties=species:S:1:pos:R:3:nbo_charge:R:1
C -1.15934 -0.68101 1.89199 0.772
C -0.56326 -0.17210 0.66290 -0.097
C 0.64667 -0.27436 0.00432 -0.248
C 0.47048 0.42879 -1.14265 -0.065
C 1.49963 0.70094 -2.30200 0.449
H 0.57754 -1.36033 2.45002 0.496
H 1.72231 -0.87772 0.24104 0.237
H 2.39182 0.68952 -1.91079 0.098
H -2.19868 0.87543 0.15154 0.423
N -0.70837 0.95340 -1.21588 -0.159
N -1.28934 0.59161 -0.23540 -0.214
O -0.32803 -1.38502 2.67075 -0.661
O -2.27938 -0.37195 2.18103 -0.560
O 1.21794 0.88280 -3.44688 -0.472
```

Calculated values
E_HOMO = -0.3749 Ha
Orbital gap = 0.3849 hartree
LUMO energy = 0.2702 eV
SMILES string = O=Cc1cc(C(=O)O)[nH]n1

The structure with the greatest stability is entry 2.